Formula: C24H70N10O30S6
Source: the OMol25 dataset
Level of theory: ωB97M-V/def2-TZVPD

## Properties
orbital gap = 8.12 eV
electronic energy = -6149.22010 a.u.
largest force on an atom = 3.7 eV Å⁻¹
highest occupied orbital energy = -0.315 Eh
spin multiplicity = 1

Bonds (Å) are listed after each position.
Cartesian coordinates (Å):
1 C 1.074 -0.226 -7.930  N2 1.446, H5 1.099, H6 1.094, H7 1.103
2 N 1.375 -0.967 -6.725  C1 1.446, O3 1.220, O4 1.218
3 O 2.293 -1.769 -6.757  N2 1.220
4 O 0.641 -0.818 -5.765  N2 1.218
5 H 0.389 -0.889 -8.477  C1 1.099
6 H 1.933 0.034 -8.555  C1 1.094
7 H 0.616 0.724 -7.609  C1 1.103
8 C 1.021 3.786 -4.880  N9 1.505, H12 1.093, H13 1.078, H14 1.090
9 N 1.358 2.902 -6.050  C8 1.505, O10 1.193, O11 1.230
10 O 2.385 2.295 -6.073  N9 1.193
11 O 0.496 2.784 -6.919  N9 1.230
12 H 1.098 3.159 -3.989  C8 1.093
13 H 0.011 4.160 -4.868  C8 1.078
14 H 1.717 4.625 -4.843  C8 1.090
15 C 2.873 3.826 -0.145  N16 1.480, H19 1.080, H20 1.100, H21 1.090
16 N 2.595 3.612 1.293  C15 1.480, O17 1.221, O18 1.208
17 O 3.248 4.205 2.137  N16 1.221
18 O 1.750 2.810 1.611  N16 1.208
19 H 3.613 4.605 -0.249  C15 1.080
20 H 1.932 4.003 -0.687  C15 1.100
21 H 3.362 2.939 -0.547  C15 1.090
22 C 1.105 0.183 -0.358  N23 1.520, H26 1.118, H27 1.055, H28 1.086
23 N 0.010 -0.303 0.577  C22 1.520, O24 1.235, O25 1.219
24 O -0.841 -1.035 0.063  N23 1.235
25 O 0.071 0.056 1.740  N23 1.219
26 H 1.486 1.078 0.194  C22 1.118
27 H 0.592 0.207 -1.280  C22 1.055
28 H 1.855 -0.599 -0.293  C22 1.086
29 C -4.126 -1.487 -0.420  N30 1.462, H33 1.097, H34 1.100, H35 1.055
30 N -4.875 -2.404 -1.277  C29 1.462, O31 1.252, O32 1.241
31 O -4.882 -3.612 -0.947  N30 1.252
32 O -5.243 -1.959 -2.375  N30 1.241
33 H -4.458 -1.707 0.602  C29 1.097
34 H -4.322 -0.464 -0.775  C29 1.100
35 H -3.102 -1.703 -0.564  C29 1.055
36 C 1.092 0.166 4.897  N37 1.513, H40 1.084, H41 1.084, H42 1.103
37 N -0.019 -0.102 5.887  C36 1.513, O38 1.230, O39 1.204
38 O 0.065 0.551 6.926  N37 1.230
39 O -0.807 -0.967 5.602  N37 1.204
40 H 0.673 0.927 4.249  C36 1.084
41 H 1.249 -0.773 4.378  C36 1.084
42 H 1.959 0.549 5.461  C36 1.103
43 C -0.569 -2.854 3.136  N44 1.548, H47 1.104, H48 1.093, H49 1.055
44 N -1.112 -4.291 3.328  C43 1.548, O45 1.210, O46 1.256
45 O -0.629 -5.191 2.679  N44 1.210
46 O -1.982 -4.468 4.217  N44 1.256
47 H 0.521 -2.939 2.983  C43 1.104
48 H -0.872 -2.277 4.013  C43 1.093
49 H -1.081 -2.640 2.239  C43 1.055
50 C 5.137 -0.871 1.809  N51 1.472, H54 1.099, H55 1.097, H56 1.049
51 N 4.067 -1.194 2.767  C50 1.472, O52 1.257, O53 1.195
52 O 2.890 -0.958 2.394  N51 1.257
53 O 4.429 -1.739 3.766  N51 1.195
54 H 5.233 -1.714 1.111  C50 1.099
55 H 6.025 -0.728 2.437  C50 1.097
56 H 4.849 -0.005 1.293  C50 1.049
57 C 0.314 -2.141 -3.173  N58 1.444, H61 1.078, H62 1.077, H63 1.091
58 N -0.896 -1.406 -3.460  C57 1.444, O59 1.216, O60 1.217
59 O -1.799 -1.953 -4.064  N58 1.216
60 O -0.988 -0.319 -2.921  N58 1.217
61 H 1.109 -1.462 -3.435  C57 1.078
62 H 0.304 -3.060 -3.734  C57 1.077
63 H 0.246 -2.258 -2.090  C57 1.091
64 C -2.710 -6.050 0.241  N65 1.497, H68 1.096, H69 1.099, H70 1.091
65 N -2.140 -4.698 -0.056  C64 1.497, O66 1.220, O67 1.227
66 O -1.372 -4.552 -0.993  N65 1.220
67 O -2.533 -3.782 0.660  N65 1.227
68 H -2.030 -6.803 -0.172  C64 1.096
69 H -3.667 -6.111 -0.295  C64 1.099
70 H -2.870 -6.143 1.317  C64 1.091
71 C 2.495 -4.530 1.939  S72 1.691, H75 1.088, H76 1.120, H77 1.108
72 S 1.617 -4.060 0.573  C71 1.691, O73 1.448, C74 1.770
73 O 2.449 -3.053 -0.053  S72 1.448
74 C 1.800 -5.591 -0.297  S72 1.770, H78 1.071, H79 1.103, H80 1.118
75 H 1.931 -5.201 2.585  C71 1.088
76 H 2.666 -3.611 2.556  C71 1.120
77 H 3.499 -4.964 1.762  C71 1.108
78 H 1.383 -5.521 -1.281  C74 1.071
79 H 1.331 -6.414 0.268  C74 1.103
80 H 2.906 -5.678 -0.435  C74 1.118
81 C -2.581 4.711 -1.224  S82 1.755, H85 1.096, H86 1.086, H87 1.102
82 S -1.283 3.637 -0.730  C81 1.755, O83 1.512, C84 1.769
83 O 0.014 4.413 -0.761  S82 1.512
84 C -1.694 3.504 0.985  S82 1.769, H88 1.097, H89 1.100, H90 1.096
85 H -2.526 4.806 -2.315  C81 1.096
86 H -2.434 5.665 -0.725  C81 1.086
87 H -3.565 4.303 -0.941  C81 1.102
88 H -1.797 4.484 1.468  C84 1.097
89 H -0.833 3.047 1.493  C84 1.100
90 H -2.551 2.848 1.178  C84 1.096
91 C 0.375 4.985 3.749  S92 1.749, H95 1.091, H96 1.110, H97 1.052
92 S -0.168 5.167 5.401  C91 1.749, O93 1.502, C94 1.746
93 O -0.949 6.450 5.418  S92 1.502
94 C -1.382 3.914 5.363  S92 1.746, H98 1.108, H99 1.103, H100 1.055
95 H -0.428 5.173 3.034  C91 1.091
96 H 0.861 4.005 3.562  C91 1.110
97 H 1.111 5.718 3.584  C91 1.052
98 H -2.127 4.270 4.624  C94 1.108
99 H -1.876 3.950 6.349  C94 1.103
100 H -0.982 2.956 5.173  C94 1.055
101 C -3.876 1.197 -3.576  S102 1.760, H105 1.098, H106 1.103, H107 1.097
102 S -3.545 2.331 -4.880  C101 1.760, O103 1.507, C104 1.787
103 O -2.889 3.545 -4.274  S102 1.507
104 C -2.219 1.411 -5.648  S102 1.787, H108 1.089, H109 1.095, H110 1.081
105 H -4.054 0.171 -3.924  C101 1.098
106 H -4.773 1.598 -3.075  C101 1.103
107 H -3.064 1.266 -2.842  C101 1.097
108 H -1.386 1.138 -5.002  C104 1.089
109 H -1.802 2.091 -6.398  C104 1.095
110 H -2.649 0.512 -6.067  C104 1.081
111 O -4.167 1.073 2.415  S112 1.454
112 S -3.378 0.772 3.599  O111 1.454, O113 1.440, O114 1.631, C117 1.862
113 O -1.972 1.076 3.643  S112 1.440
114 O -4.171 1.383 4.886  S112 1.631, C115 1.450
115 C -3.698 0.929 6.179  O114 1.450, C116 1.548, H118 1.082, H119 1.116
116 C -4.497 1.796 7.182  C115 1.548, H120 1.075, H121 1.108, H122 1.047
117 C -3.717 -1.048 3.803  S112 1.862, H123 1.117, H124 1.086, H125 1.103
118 H -2.632 1.066 6.302  C115 1.082
119 H -3.910 -0.161 6.284  C115 1.116
120 H -4.186 2.822 7.103  C116 1.075
121 H -4.256 1.452 8.207  C116 1.108
122 H -5.528 1.686 7.034  C116 1.047
123 H -3.061 -1.340 4.659  C117 1.117
124 H -3.419 -1.583 2.906  C117 1.086
125 H -4.782 -1.111 4.083  C117 1.103
126 O 3.007 0.914 -2.813  S127 1.413
127 S 4.333 0.833 -3.296  O126 1.413, O128 1.406, O129 1.621, C132 1.824
128 O 5.166 1.964 -3.328  S127 1.406
129 O 5.117 -0.242 -2.370  S127 1.621, C130 1.418
130 C 4.397 -1.406 -2.000  O129 1.418, C131 1.558, H133 1.085, H134 1.102
131 C 5.326 -2.619 -2.303  C130 1.558, H135 1.081, H136 1.128, H137 1.077
132 C 4.390 -0.095 -4.865  S127 1.824, H138 1.095, H139 1.072, H140 1.113
133 H 3.519 -1.685 -2.573  C130 1.085
134 H 4.149 -1.344 -0.929  C130 1.102
135 H 6.239 -2.518 -1.734  C131 1.081
136 H 5.583 -2.607 -3.401  C131 1.128
137 H 4.844 -3.549 -2.055  C131 1.077
138 H 3.947 -1.061 -4.601  C132 1.095
139 H 5.405 -0.192 -5.194  C132 1.072
140 H 3.812 0.360 -5.700  C132 1.113